Record 1
{"formula": "C32H84N10O16", "method": "ωB97M-V with the def2-TZVPD basis set", "elements": ["C", "C", "O", "O", "H", "H", "H", "H", "H", "H", "C", "C", "O", "O", "H", "H", "H", "H", "H", "H", "C", "C", "O", "O", "H", "H", "H", "H", "H", "H", "C", "C", "O", "O", "H", "H", "H", "H", "H", "H", "C", "C", "O", "O", "H", "H", "H", "H", "H", "H", "C", "O", "N", "N", "H", "H", "H", "H", "C", "O", "N", "N", "H", "H", "H", "H", "C", "O", "N", "N", "H", "H", "H", "H", "C", "O", "N", "N", "H", "H", "H", "H", "C", "C", "C", "C", "C", "C", "N", "O", "C", "C", "C", "H", "H", "H", "H", "H", "H", "H", "H", "H", "H", "H", "H", "H", "H", "H", "H", "H", "H", "H", "C", "C", "C", "C", "C", "C", "N", "O", "C", "C", "C", "H", "H", "H", "H", "H", "H", "H", "H", "H", "H", "H", "H", "H", "H", "H", "H", "H", "H", "H"], "xyz": [[18.94402, 11.65264, -11.15493], [18.55271, 13.01612, -11.78337], [17.28604, 12.94777, -12.42899], [17.93272, 11.19862, -10.28252], [19.72055, 12.03769, -10.49399], [19.23085, 10.92150, -11.91075], [19.26115, 13.38602, -12.52458], [18.70927, 13.74732, -10.99031], [17.04897, 13.80464, -12.79113], [17.18739, 11.49458, -10.81022], [17.44026, 16.46801, -14.09316], [18.90896, 16.10143, -14.41789], [19.79792, 16.35381, -13.31763], [16.99616, 15.79708, -12.97606], [16.81733, 16.10549, -14.91086], [17.25559, 17.54019, -14.15982], [19.27594, 16.77266, -15.19435], [19.15249, 15.08005, -14.71040], [20.64499, 15.99899, -13.59720], [17.51042, 16.21441, -12.28109], [9.67278, 10.52548, -15.25099], [10.21142, 9.19912, -15.85288], [10.81030, 9.30283, -17.07926], [10.76037, 11.25769, -14.76301], [8.98679, 10.28681, -14.43825], [9.16222, 11.16566, -15.97043], [9.37041, 8.57997, -16.16506], [10.76565, 8.60579, -15.12562], [11.68822, 8.91553, -17.05024], [11.42757, 11.54146, -15.39223], [15.40191, 9.10778, -14.60171], [15.58457, 10.03054, -13.50136], [16.75041, 9.79734, -12.86689], [16.37294, 9.23483, -15.74813], [14.44929, 9.20041, -15.12329], [15.45772, 8.11322, -14.15916], [14.84430, 9.91559, -12.70959], [15.69555, 11.08767, -13.74271], [17.27413, 10.59857, -12.94008], [15.79915, 9.22179, -16.51767], [12.10910, 13.03485, -17.99028], [11.66968, 12.06094, -19.11988], [10.31183, 11.59786, -19.03721], [12.25725, 12.45797, -16.68778], [11.40046, 13.86240, -18.02326], [13.13301, 13.26539, -18.28450], [12.36348, 11.22804, -19.23396], [11.68746, 12.67135, -20.02275], [10.47541, 10.70621, -18.72128], [12.61731, 13.07790, -16.04931], [13.21971, 13.59007, -13.02395], [13.87897, 12.89295, -13.84802], [12.04328, 13.22148, -12.61635], [13.68963, 14.64189, -12.39027], [11.69716, 12.45658, -13.17781], [11.31615, 13.72978, -12.13363], [12.88086, 15.10618, -12.00241], [14.46993, 14.90022, -12.97721], [16.71016, 13.48053, -16.81965], [17.01977, 14.50495, -17.44905], [15.57794, 12.86890, -16.74028], [17.72900, 12.87368, -16.25012], [14.82461, 13.24891, -17.29542], [15.37368, 12.30080, -15.93058], [18.57888, 13.41421, -16.17507], [17.63981, 12.10674, -15.59901], [13.32832, 16.47479, -15.88446], [13.26683, 15.73288, -16.80846], [12.50600, 17.38978, -15.67743], [14.22006, 16.39905, -14.94521], [12.58556, 17.88176, -14.79895], [11.81909, 17.50964, -16.40811], [14.29347, 17.20264, -14.33780], [15.04648, 15.82061, -14.99544], [12.69343, 18.30062, -9.60894], [12.65766, 17.23980, -9.19398], [12.68677, 18.53826, -10.85001], [12.59373, 19.37512, -8.91444], [12.68329, 19.53206, -11.03017], [13.05394, 17.79216, -11.42328], [13.17034, 20.14597, -9.22009], [12.53930, 19.11745, -7.93938], [16.03151, 16.73116, -5.75066], [15.94915, 15.76375, -6.97374], [17.13312, 14.72968, -6.76231], [17.10435, 13.51352, -7.76614], [15.72171, 12.81339, -7.48505], [14.47727, 13.70835, -7.67182], [14.70925, 14.96878, -6.86505], [13.63643, 15.79965, -6.75033], [14.26192, 13.90092, -9.20148], [13.34368, 12.92323, -6.95140], [16.24473, 16.38137, -8.31057], [17.02122, 17.18276, -5.81867], [15.71362, 16.18357, -4.86343], [15.25404, 17.49513, -5.74921], [18.07787, 15.20393, -7.02809], [17.25668, 14.33346, -5.75442], [17.73830, 12.75002, -7.31528], [17.38742, 13.67716, -8.80595], [15.77502, 12.62265, -6.41319], [15.72440, 11.80184, -7.89107], [13.36532, 14.51941, -9.24247], [15.09769, 14.35708, -9.73204], [14.07953, 12.97281, -9.74320], [13.57217, 12.72600, -5.90402], [12.38466, 13.44129, -6.95129], [13.17818, 11.93893, -7.38944], [16.59968, 15.72416, -9.10440], [16.97715, 17.18855, -8.32201], [15.26628, 16.75015, -8.61834], [13.75003, 16.06747, -7.66520], [9.69762, 15.05506, -14.27554], [8.92096, 15.03442, -12.88051], [8.03921, 13.91489, -13.08981], [7.39585, 13.38952, -11.90366], [8.48405, 12.98699, -10.84706], [9.36185, 14.17021, -10.48390], [9.89924, 14.63443, -11.77395], [10.92911, 15.56742, -11.62728], [8.56249, 15.21580, -9.73290], [10.54875, 13.65648, -9.61236], [8.26970, 16.32015, -12.57165], [10.51882, 15.76336, -14.16580], [9.08497, 15.62777, -14.97178], [9.92613, 14.09922, -14.74698], [7.24978, 14.29355, -13.73905], [8.54814, 13.06713, -13.54852], [6.86324, 12.47461, -12.16325], [6.66331, 14.13244, -11.58816], [9.09747, 12.12031, -11.09336], [8.05515, 12.71363, -9.88299], [9.06595, 16.16139, -9.53169], [7.52092, 15.45171, -9.95107], [8.38364, 14.80784, -8.73807], [11.11340, 14.44277, -9.11135], [10.33280, 13.04427, -8.73677], [11.41537, 13.27959, -10.15554], [8.89623, 16.96513, -11.95555], [7.28808, 16.24576, -12.10369], [7.87031, 16.86337, -13.42810], [10.60376, 16.40599, -11.29178]], "e_lumo_ev": -0.34, "orbital_gap_ha": 0.2778, "relative_energy_kj_mol": 0.0, "e_tot_ev": -82200.152, "spin_multiplicity": 1, "smiles": "CC1(C)CCCC(C)(C)N1O.CC1(C)CCCC(C)(C)N1O.NC(N)=O.NC(N)=O.NC(N)=O.NC(N)=O.OCCO.OCCO.OCCO.OCCO.OCCO", "mol_weight_g_mol": 865.08, "total_charge": 0}

***

Record 2
{"formula": "C18H21Cl2N2O4P", "method": "ωB97M-V with the def2-TZVPD basis set", "elements": ["C", "C", "H", "H", "O", "P", "O", "O", "C", "C", "H", "H", "H", "H", "H", "H", "H", "H", "C", "N", "C", "O", "N", "C", "C", "C", "C", "C", "C", "H", "Cl", "Cl", "H", "H", "H", "H", "C", "C", "C", "C", "C", "C", "H", "H", "H", "H", "H", "H"], "xyz": [[1.70811, -2.54732, 2.51278], [0.26331, -2.11530, 2.33291], [-0.13903, -2.47099, 1.38156], [-0.35476, -2.50300, 3.15038], [0.15878, -0.69762, 2.38122], [-0.48130, 0.16448, 1.19379], [-1.43861, -0.53168, 0.32510], [-1.15682, 1.32729, 2.09010], [-2.39656, 1.05321, 2.72494], [-3.23305, 2.32245, 2.72849], [-3.43509, 2.63495, 1.70764], [-4.17326, 2.14507, 3.24321], [-2.69141, 3.11955, 3.23090], [-2.20428, 0.71515, 3.74939], [-2.91161, 0.25303, 2.18136], [2.10345, -2.14340, 3.44133], [1.76372, -3.63220, 2.54289], [2.30252, -2.17864, 1.68321], [0.75230, 1.29864, 0.33812], [0.90768, 0.83074, -1.02048], [1.01274, -0.52105, -1.13598], [1.21472, -1.19304, -0.14145], [0.95736, -0.99685, -2.41777], [1.03804, -2.31922, -2.84498], [1.22295, -3.38954, -1.97249], [1.29624, -4.67703, -2.46559], [1.19129, -4.92453, -3.82622], [1.00653, -3.85810, -4.70040], [0.92967, -2.56580, -4.21277], [0.78420, -1.75193, -4.90688], [0.87227, -4.13021, -6.39600], [1.28943, -6.53812, -4.42361], [1.43612, -5.50593, -1.79034], [1.30232, -3.20481, -0.91506], [0.78433, -0.32163, -3.14874], [0.43800, 1.37011, -1.73287], [0.23871, 2.69982, 0.36199], [0.89952, 3.69707, 1.06400], [0.40002, 4.98828, 1.08024], [-0.76192, 5.29394, 0.39372], [-1.42955, 4.30129, -0.30509], [-0.93246, 3.01160, -0.32074], [-1.47264, 2.22792, -0.83466], [-2.34405, 4.53231, -0.83168], [-1.15224, 6.30063, 0.40880], [0.91958, 5.75733, 1.63240], [1.80282, 3.45904, 1.60589], [1.71191, 1.21405, 0.85744]], "e_lumo_ev": 0.48, "orbital_gap_ha": 0.3324, "relative_energy_kj_mol": 23.1, "e_tot_ev": -64514.212, "spin_multiplicity": 1, "smiles": "CCOP(=O)(OCC)[C@@H](NC(=O)Nc1ccc(Cl)c(Cl)c1)c1ccccc1", "mol_weight_g_mol": 431.26, "total_charge": 0}

***

Record 3
{"formula": "C8H16As4F30N2O8S2", "method": "ωB97M-V with the def2-TZVPD basis set", "elements": ["C", "C", "O", "N", "H", "H", "C", "H", "H", "H", "H", "H", "H", "C", "C", "O", "N", "H", "H", "C", "H", "H", "H", "H", "H", "H", "C", "F", "F", "F", "S", "O", "O", "O", "C", "F", "F", "F", "S", "O", "O", "O", "As", "F", "F", "F", "F", "F", "F", "As", "F", "F", "F", "F", "F", "F", "As", "F", "F", "F", "F", "F", "F", "As", "F", "F", "F", "F", "F", "F"], "xyz": [[-6.93441, -2.46903, -6.25818], [-6.46096, -1.12903, -6.01007], [-6.06888, -0.04850, -5.98360], [-7.88500, 2.39354, -2.46893], [-7.90377, 2.52539, -1.46806], [-8.70449, 2.85900, -2.86814], [-7.86709, 0.95346, -2.69305], [-7.58164, -2.82793, -5.44013], [-6.05117, -3.14945, -6.31117], [-7.50806, -2.35857, -7.18088], [-6.99337, 0.48858, -2.17077], [-7.90515, 0.76368, -3.71681], [-8.69688, 0.50405, -2.14825], [4.99134, -1.06449, 1.71083], [4.60787, -0.73497, 0.25231], [3.79347, -1.01162, -0.56493], [5.68519, 0.27181, -0.33934], [5.25639, 1.15115, -0.73491], [6.29440, 0.60540, 0.47662], [6.53114, -0.42612, -1.40371], [5.90019, -1.69410, 1.69403], [4.15197, -1.54316, 2.23222], [5.31315, -0.20434, 2.24262], [7.03878, 0.39353, -1.86735], [5.89611, -0.92488, -2.10757], [7.18178, -1.15176, -0.89769], [4.59658, 3.47019, 3.26320], [5.58675, 2.86462, 3.91620], [3.49244, 3.01590, 3.79331], [4.66766, 4.80258, 3.60708], [4.76988, 3.32773, 1.39567], [4.34248, 1.91124, 1.19118], [3.93760, 4.36719, 0.86313], [6.16082, 3.57888, 1.15787], [1.68957, 2.08439, -7.14181], [1.65325, 0.92439, -6.51340], [2.28124, 1.87699, -8.36284], [0.43816, 2.55935, -7.34003], [2.62959, 3.33598, -6.19793], [2.95860, 4.42787, -7.09714], [1.79392, 3.70525, -5.09062], [3.78480, 2.62988, -5.70313], [-4.78782, 7.60139, 6.20019], [-4.46752, 9.02005, 5.28662], [-3.27115, 7.92435, 7.06242], [-5.10196, 6.09193, 7.08587], [-6.35419, 7.29647, 5.38289], [-3.88408, 6.65234, 5.09717], [-5.77196, 8.56238, 7.33222], [-3.93415, -6.27358, -5.51209], [-3.85800, -7.94161, -5.63607], [-2.80993, -6.00959, -6.80078], [-4.06969, -4.54141, -5.27915], [-5.09079, -6.40607, -4.15839], [-2.58602, -6.25316, -4.36265], [-5.27705, -6.26348, -6.63755], [8.48259, -3.41080, 2.52349], [9.54797, -2.09774, 2.94478], [7.94598, -2.53404, 1.01925], [7.29083, -4.57684, 2.04508], [9.08277, -4.36129, 3.91110], [7.22281, -2.53046, 3.40247], [9.71558, -4.16343, 1.61186], [-4.11392, -3.83739, 9.40711], [-4.99302, -5.14829, 10.24753], [-4.10028, -4.77847, 7.88042], [-3.33069, -2.51374, 8.52876], [-4.04934, -2.88974, 10.82571], [-2.53986, -4.49295, 9.79761], [-5.76134, -3.17888, 9.07830]], "e_lumo_ev": 0.63, "orbital_gap_ha": 0.1085, "relative_energy_kj_mol": 57.3, "e_tot_ev": -374479.118, "spin_multiplicity": 1, "mol_weight_g_mol": 1201.98, "total_charge": -4}